A gas-phase ion, C7H10N3 (charge +1), computed with ωB97M-V/def2-TZVPD.

Last columns: bonded neighbours and bond lengths (Å).
Positions of all 20 atoms, in Å:
1 C -1.007 0.472 0.534  C4 1.502, N8 1.378
2 C -2.894 -0.912 -0.084  C3 1.342, C4 1.506, H11 1.049
3 C -1.848 -1.735 -0.257  C2 1.342, N8 1.599, H12 1.072
4 C -2.479 0.499 0.238  C1 1.502, C2 1.506, N9 1.251
5 C 0.739 -0.987 0.235  N8 1.380, N10 1.317, H13 1.098
6 C 3.017 -0.087 0.276  N10 1.437, H14 1.116, H15 1.148, H16 1.163
7 C 1.244 1.302 -0.366  N10 1.482, H17 1.089, H18 1.077, H19 1.210
8 N -0.620 -0.780 0.111  C1 1.378, C3 1.599, C5 1.380
9 N -3.019 1.628 0.216  C4 1.251, H20 0.981
10 N 1.584 0.021 0.298  C5 1.317, C6 1.437, C7 1.482
11 H -3.889 -1.050 -0.386  C2 1.049
12 H -1.704 -2.782 -0.435  C3 1.072
13 H 0.971 -2.041 0.434  C5 1.098
14 H 3.462 -0.372 -0.708  C6 1.116
15 H 3.457 0.959 0.450  C6 1.148
16 H 3.307 -0.708 1.215  C6 1.163
17 H 0.269 1.235 -0.844  C7 1.089
18 H 1.216 2.026 0.431  C7 1.077
19 H 2.104 1.566 -1.176  C7 1.210
20 H -3.908 1.745 -0.183  N9 0.981

As for the gap between HOMO and LUMO: 7.76 eV. As for the spin multiplicity: 1. Its net charge is +1.